Record 1
Below is a molecular structure, C29H28Cl2F3N2O5S2Se2Zr, with properties calculated with ωB97M-V/def2-TZVPD.

Electronic energy in hartree: -8473.93820
Net charge: +1
LUMO in Ha: -0.1211
HOMO-LUMO gap in eV: 6.97

Each line ends with the Löwdin charge.
Positions of all 74 atoms, in Å:
1 Zr -1.4903 -0.0831 0.6467  1.426
2 C -1.9723 -3.9306 1.7407  -0.338
3 Se -2.7979 -2.7708 0.4243  1.029
4 C -4.4392 -2.4425 1.4165  -0.512
5 C -5.3147 -1.4302 0.7091  -0.492
6 Se -4.4739 0.3231 0.4124  1.000
7 C -4.7797 0.4430 -1.5002  -0.348
8 H -1.9541 -3.4190 2.6998  0.024
9 H -0.9623 -4.1479 1.4034  0.031
10 H -2.5395 -4.8550 1.8058  0.038
11 H -4.1428 -2.1099 2.4088  0.050
12 H -4.9669 -3.3921 1.5029  0.087
13 H -6.2112 -1.2477 1.2987  0.077
14 H -5.6165 -1.7863 -0.2750  0.074
15 H -4.3722 -0.4304 -1.9983  0.026
16 H -4.2585 1.3320 -1.8472  0.036
17 H -5.8477 0.5443 -1.6704  0.039
18 C 0.8663 -1.8591 2.4434  -0.018
19 C 1.1458 -0.3921 2.5393  -0.347
20 C 2.0984 0.0712 3.4654  -0.012
21 C 2.3305 1.4083 3.5846  0.036
22 C 1.6630 2.3202 2.7404  -0.144
23 C 1.8953 3.7137 2.7855  -0.009
24 C 1.2497 4.5394 1.9121  -0.046
25 C 0.3686 4.0103 0.9489  -0.074
26 C 0.1169 2.6643 0.8816  -0.551
27 S -0.8814 1.9966 -0.4160  0.728
28 C 0.7499 1.7973 1.8080  -0.247
29 N 0.4719 0.4490 1.7641  -0.010
30 H 1.7690 -2.4238 2.6699  0.101
31 H 0.5386 -2.1345 1.4408  0.059
32 H 0.1002 -2.1380 3.1689  0.085
33 H 2.6205 -0.6486 4.0797  0.128
34 H 3.0405 1.7848 4.3108  0.134
35 H 2.5914 4.1063 3.5153  0.123
36 H 1.4226 5.6064 1.9411  0.115
37 H -0.1084 4.6711 0.2372  0.113
38 Cl 3.6908 -1.4243 -5.0314  0.751
39 C 4.4636 -1.0317 -3.5343  -0.585
40 C 5.8468 -1.0202 -3.4827  -0.096
41 C 6.4913 -0.7640 -2.2829  -0.071
42 C 5.7525 -0.5154 -1.1385  -0.102
43 C 4.3718 -0.5019 -1.2153  -0.558
44 Cl 3.4494 -0.1723 0.2278  0.776
45 C 3.6861 -0.7530 -2.4043  -0.317
46 N 2.2910 -0.7755 -2.4628  0.061
47 C 1.5810 0.1573 -3.2558  -0.230
48 C 2.1809 1.3095 -3.7522  -0.023
49 C 1.4592 2.1949 -4.5337  -0.062
50 C 0.1233 1.9482 -4.8243  -0.073
51 C -0.4738 0.8001 -4.3318  -0.032
52 C 0.2462 -0.1065 -3.5626  -0.164
53 C -0.4191 -1.3648 -3.0393  -0.020
54 C -0.8916 -1.0609 -1.6631  -0.647
55 O -1.9860 -0.4466 -1.4605  -0.259
56 O -0.1763 -1.3050 -0.6303  -0.173
57 H 6.4090 -1.2320 -4.3811  0.110
58 H 7.5714 -0.7662 -2.2388  0.112
59 H 6.2368 -0.3201 -0.1922  0.107
60 H 1.8492 -0.9562 -1.5717  0.078
61 H 3.2191 1.5130 -3.5213  0.121
62 H 1.9440 3.0846 -4.9131  0.110
63 H -0.4420 2.6372 -5.4363  0.106
64 H -1.5120 0.5901 -4.5606  0.119
65 H 0.2862 -2.1948 -3.0222  0.137
66 H -1.2859 -1.6038 -3.6544  0.138
67 F -4.0845 1.7210 4.6717  0.183
68 C -3.7738 0.4947 4.2942  -0.669
69 F -4.7102 0.0403 3.4551  0.110
70 F -3.7196 -0.3069 5.3459  0.174
71 S -2.1288 0.5272 3.4644  0.554
72 O -2.2551 1.4807 2.3510  -0.418
73 O -1.1903 0.7930 4.4953  -0.198
74 O -2.0102 -0.8091 2.7932  -0.462



Record 2
Below is 2 unconnected molecules or ions with the total composition C5H10O2 at a distorted geometry, with properties calculated with ωB97M-V/def2-TZVPD.

SMILES: O[C@H]1[C@H]2CCO[C@@H]12.[H][H]
Electronic energy in hartree: -346.85527
LUMO in Ha: 0.0306
HOMO-LUMO gap in eV: 9.19
Relative energy (zero: lowest compared OMol25 entry of this formula, charge and spin) in kJ/mol: 446.75

Each line ends with the Löwdin charge.
Positions of all 17 atoms, in Å:
1 O 2.1354 0.7404 -0.0873  -0.013
2 C 1.2554 -0.3303 0.0237  -0.278
3 C -0.0476 -0.2567 0.7044  -0.213
4 C -0.5615 1.1711 0.8503  -0.112
5 C -1.6756 1.1664 -0.1710  -0.180
6 O -1.0081 0.5712 -1.2932  -0.088
7 C -0.1633 -0.4492 -0.7796  -0.203
8 H 2.8843 0.3897 -0.5889  0.102
9 H 1.8049 -1.2337 0.3373  0.117
10 H -0.3400 -1.0011 1.4384  0.140
11 H -0.8108 1.4185 1.8793  0.120
12 H 0.2080 1.8596 0.4829  0.119
13 H -2.0494 2.1486 -0.4707  0.123
14 H -2.5286 0.5599 0.1869  0.127
15 H -0.2047 -1.2830 -1.4540  0.085
16 H 0.8985 -2.7493 -0.4501  0.071
17 H 0.1695 -2.8453 -0.5307  0.083



Record 3
Below is a molecular structure, C26H41InN3O12 at a distorted geometry, with properties calculated with ωB97M-V/def2-TZVPD.

Electronic energy in hartree: -2272.30455
Net charge: -1
LUMO in Ha: -0.0663
HOMO-LUMO gap in eV: 2.83
Relative energy (zero: lowest compared OMol25 entry of this formula, charge and spin) in kJ/mol: 501.90

Each line ends with the Löwdin charge.
Positions of all 83 atoms, in Å:
1 In 15.1648 12.7750 -18.8510  1.325
2 C 19.8924 10.4104 -18.5883  0.003
3 C 18.7239 11.3100 -18.7861  -0.274
4 C 18.9353 12.5203 -19.8085  -0.286
5 O 17.8864 13.1698 -20.0956  -0.086
6 C 20.2403 12.6500 -20.4648  0.005
7 C 21.2573 11.7437 -20.2381  -0.347
8 C 21.0581 10.6528 -19.1965  -0.410
9 O 22.0074 9.9517 -18.7560  0.003
10 O 22.3473 11.9689 -20.9041  -0.037
11 O 17.6224 11.2226 -18.1649  -0.083
12 H 19.7908 9.6018 -17.8796  0.108
13 H 20.4014 13.5058 -21.1036  0.103
14 C 11.1105 15.8487 -17.5239  0.003
15 C 12.1034 14.9185 -18.0420  -0.324
16 C 11.8102 14.2025 -19.4179  -0.346
17 O 12.5366 13.2849 -19.8116  -0.069
18 C 10.6798 14.6287 -20.1640  0.016
19 C 9.8344 15.6103 -19.6885  -0.340
20 C 10.0794 16.2287 -18.3300  -0.343
21 O 9.1973 16.9800 -17.7112  -0.055
22 O 8.8882 15.9133 -20.5121  -0.017
23 O 13.2356 14.7127 -17.5737  -0.043
24 H 11.2470 16.2044 -16.5133  0.110
25 H 10.5013 14.2655 -21.1653  0.114
26 C 14.6459 11.8814 -13.6434  -0.063
27 C 14.4636 11.6664 -15.1324  -0.420
28 C 13.0555 11.8310 -15.6578  -0.180
29 O 12.9748 11.7794 -17.1040  -0.278
30 C 11.5639 11.6049 -17.4690  -0.065
31 N 15.4903 12.5206 -15.7680  0.069
32 H 14.4403 12.9124 -13.3558  0.087
33 H 15.6312 11.5637 -13.3025  0.086
34 H 13.8589 11.3289 -13.1301  0.079
35 H 14.7812 10.6469 -15.3511  0.139
36 H 12.6364 12.8033 -15.3985  0.132
37 H 12.4061 11.0703 -15.2246  0.122
38 H 11.1679 10.6876 -17.0333  0.087
39 H 11.4212 11.4724 -18.5415  0.079
40 H 11.0183 12.5163 -17.2245  0.094
41 H 16.2848 12.1087 -15.2997  0.071
42 H 15.3625 13.4047 -15.2968  0.079
43 C 13.3174 9.5608 -20.6018  -0.035
44 C 14.6253 9.0436 -19.8886  -0.371
45 C 15.9298 9.4310 -20.6217  -0.189
46 O 16.0194 10.8203 -20.8420  -0.249
47 C 16.7425 11.1332 -22.0111  -0.107
48 N 14.6250 9.6019 -18.5259  0.053
49 H 13.3852 9.4690 -21.6858  0.076
50 H 13.1343 10.6262 -20.4614  0.048
51 H 12.3897 9.0976 -20.2657  0.073
52 H 14.5708 7.9583 -19.8037  0.130
53 H 15.9911 8.8887 -21.5653  0.123
54 H 16.8027 9.0878 -20.0663  0.128
55 H 17.0652 12.1699 -22.1076  0.081
56 H 16.2540 10.7653 -22.9133  0.094
57 H 17.7608 10.7448 -21.9931  0.098
58 H 15.2229 8.9833 -17.9968  0.081
59 H 13.7679 9.2682 -18.1089  0.072
60 C 13.8754 13.1266 -22.6859  -0.072
61 O 14.7686 13.7124 -21.6833  -0.251
62 C 15.3846 14.8163 -22.3099  -0.217
63 C 16.1409 15.6328 -21.2282  -0.180
64 N 15.3165 15.6976 -20.0202  -0.045
65 C 15.8388 16.4303 -18.9048  -0.221
66 C 17.1290 15.9230 -18.3424  -0.170
67 O 16.9075 14.7360 -17.4747  -0.253
68 C 17.9577 14.6534 -16.5070  -0.106
69 H 13.3878 12.3054 -22.1605  0.070
70 H 14.4601 12.6192 -23.4532  0.081
71 H 13.0853 13.7079 -23.1611  0.097
72 H 14.7009 15.4233 -22.9035  0.118
73 H 16.0907 14.4893 -23.0732  0.120
74 H 16.4065 16.6164 -21.6155  0.116
75 H 17.1527 15.2564 -21.0774  0.093
76 H 14.5001 16.1929 -20.3492  0.129
77 H 15.1024 16.4565 -18.1016  0.119
78 H 15.8765 17.4809 -19.1930  0.123
79 H 17.5692 16.7435 -17.7757  0.122
80 H 17.8258 15.7443 -19.1614  0.113
81 H 17.9236 15.4486 -15.7622  0.085
82 H 18.9245 14.6847 -17.0095  0.096
83 H 17.9447 13.7490 -15.8986  0.075